DFT (ωB97M-V/def2-TZVPD) results for an isolated molecule of CH2ClOP in a non-equilibrium geometry.

```
6
CH2ClOP (ωB97M-V/def2-TZVPD)
Cl 1.666 -1.301 -0.035
P 2.432 0.423 -1.467
O 3.382 1.376 -0.930
C 0.281 -0.081 -0.113
H 0.035 0.322 0.950
H -0.669 -0.473 -0.649
```

Computed properties:
Spin multiplicity   1
ΔE to the lowest compared entry with this formula, charge and spin   190.4 kJ/mol
Lowest unoccupied orbital energy (spin up / spin down)   -0.008 / -0.008 Eh
E_tot   -24925.6066 eV


DFT (ωB97M-V/def2-TZVPD) results for a structure of composition C20H24CeF5NO2P2Te in a non-equilibrium geometry.

```
56
C20H24CeF5NO2P2Te (ωB97M-V/def2-TZVPD)
Ce 0.060 -1.148 -3.841
Te -1.745 2.585 -3.616
P -0.158 1.274 2.059
P 0.959 -0.766 2.335
F -1.550 3.620 -2.015
F -1.312 -2.089 -4.909
F 1.583 -0.305 -5.148
F -0.232 3.464 -4.385
F 1.126 -2.042 -2.204
O -2.609 -1.743 -0.907
O -0.927 1.000 -3.056
N 1.995 0.870 0.314
C 1.180 3.130 0.424
C 4.511 -0.877 -1.623
C 3.417 -0.968 0.963
C 4.862 -1.893 -0.754
C 4.391 -1.885 0.573
C 1.358 4.433 -1.611
C 0.426 -1.911 1.040
C 0.706 2.906 1.843
C -1.752 -1.440 -1.654
C 2.809 -0.955 2.356
C 3.892 0.298 -1.096
C 2.133 3.445 -2.196
C 0.387 -1.511 3.878
C 1.975 2.123 -0.195
C -1.257 1.195 0.622
C 3.077 0.085 0.070
C 3.704 1.501 -1.794
C -1.234 1.477 3.494
C 0.975 4.324 -0.260
C 2.739 2.451 -1.378
H 4.724 -0.977 -2.699
H 1.035 -2.365 4.114
H 3.830 1.433 -2.900
H 5.586 -2.653 -1.041
H -1.635 2.500 3.488
H -0.699 1.014 -0.301
H 2.275 3.466 -3.292
H 3.162 -0.094 2.964
H -2.011 0.409 0.772
H 1.542 2.866 2.567
H 0.431 -0.784 4.697
H -2.062 0.759 3.429
H 0.006 3.684 2.186
H -0.659 -2.047 1.083
H 0.726 -1.569 0.047
H -1.765 2.167 0.530
H -0.675 1.311 4.423
H -0.643 -1.860 3.747
H 0.919 -2.874 1.228
H 0.463 5.151 0.238
H 0.656 0.171 -3.364
H 4.743 -2.624 1.293
H 1.115 5.355 -2.144
H 3.035 -1.875 2.923
```

Computed properties:
Spin multiplicity   1
Lowest unoccupied orbital energy   -0.255 Eh
Total charge   +2
E_tot   -79086.1184 eV


DFT (ωB97M-V/def2-TZVPD) results for an isolated molecule of C7H4N4O in a non-equilibrium geometry.

```
16
C7H4N4O (ωB97M-V/def2-TZVPD)
O -0.734 1.435 -0.222
N 2.201 -0.767 -2.417
N 0.821 -0.548 2.147
N 1.616 3.419 1.503
N 2.001 -1.201 1.663
C 0.167 1.449 0.749
C 0.872 2.639 1.156
C 2.679 -0.743 0.802
C 0.397 0.396 1.506
C 2.780 -0.472 -1.464
C -0.937 0.079 -0.701
C 3.338 -0.142 -0.199
H 4.093 0.528 -0.183
H -1.053 -0.618 0.070
H 0.038 -0.405 -1.103
H -1.797 0.031 -1.402
```

Computed properties:
Spin multiplicity   1
ΔE to the lowest compared entry with this formula, charge and spin   628.1 kJ/mol
Lowest unoccupied orbital energy   -0.027 Eh
E_tot   -15325.0316 eV